Entry 1:
{"formula": "C31H66BN4O21", "method": "wB97M-V/def2-TZVPD", "homo_ev": -11.950, "total_charge": 1, "total_energy_ha": -3044.6329, "lumo_ev": -3.8, "gap_ev": 8.17, "elements": ["O", "O", "O", "O", "O", "O", "O", "O", "O", "O", "O", "O", "O", "O", "O", "O", "O", "O", "O", "O", "O", "N", "N", "N", "N", "C", "C", "C", "C", "C", "C", "C", "C", "C", "C", "C", "C", "C", "C", "C", "C", "C", "C", "C", "C", "C", "C", "C", "C", "C", "C", "C", "C", "C", "C", "C", "B", "H", "H", "H", "H", "H", "H", "H", "H", "H", "H", "H", "H", "H", "H", "H", "H", "H", "H", "H", "H", "H", "H", "H", "H", "H", "H", "H", "H", "H", "H", "H", "H", "H", "H", "H", "H", "H", "H", "H", "H", "H", "H", "H", "H", "H", "H", "H", "H", "H", "H", "H", "H", "H", "H", "H", "H", "H", "H", "H", "H", "H", "H", "H", "H", "H", "H"], "positions_angstrom": [[4.239, -5.511, -2.603], [-0.260, -5.969, 2.457], [5.541, -6.399, -4.088], [-0.531, 2.171, 2.950], [-0.632, -1.193, -0.677], [2.381, 2.810, 0.650], [1.378, -2.142, -1.108], [1.725, -5.210, 3.240], [-8.593, 1.692, 5.693], [2.946, -3.545, -6.272], [-6.578, 0.759, 5.246], [2.554, 4.970, 1.750], [-0.089, -5.494, 4.562], [-8.158, 1.093, 3.660], [2.429, 4.955, -0.691], [1.589, -3.303, -7.941], [-0.186, -1.812, -2.705], [-0.205, 1.301, 5.014], [3.660, -2.397, -8.086], [6.387, -5.951, -2.037], [-1.311, 0.190, 3.382], [-0.753, 7.809, -2.514], [0.580, 6.491, -1.093], [-2.559, 8.046, 1.927], [-1.071, 5.505, -2.769], [0.085, 3.376, 3.413], [0.574, -5.519, 3.400], [6.847, -6.814, -4.489], [1.960, -3.690, -10.319], [-0.135, 6.627, 0.214], [0.301, -6.093, 1.144], [0.104, 3.993, -1.031], [-2.640, -0.587, 5.276], [1.287, -2.834, -9.261], [0.293, -1.761, -1.458], [-8.220, 1.849, 7.069], [1.163, 5.118, -1.284], [2.815, -3.012, -7.492], [-1.545, -0.911, 4.277], [-7.258, 3.009, 7.251], [0.756, -2.316, -3.656], [4.254, -3.396, -5.715], [-0.454, 8.162, 0.607], [4.000, -4.965, -1.298], [0.709, 0.119, 0.875], [-0.632, 1.220, 3.896], [0.721, -5.126, 5.679], [-0.260, -1.032, 0.699], [1.198, -7.314, 1.037], [5.479, -5.960, -2.825], [4.605, -3.583, -1.160], [-7.669, 1.136, 4.905], [-7.226, 0.612, 2.694], [-2.030, 8.384, 0.587], [-0.433, 6.571, -2.113], [-1.137, 4.231, -2.011], [2.437, 4.216, 0.520], [-7.047, 3.172, 8.309], [1.653, 2.665, 1.285], [-7.758, 0.500, 1.750], [-2.199, 9.448, 0.282], [7.254, -7.558, -3.803], [4.346, -3.145, -0.196], [-1.977, 5.782, -3.154], [1.552, -7.442, 0.013], [1.445, -5.914, 5.890], [-3.490, 8.456, 2.028], [4.566, -2.351, -5.713], [4.369, -5.643, -0.525], [-0.346, 3.937, -0.010], [4.243, -2.928, -1.957], [-1.160, 6.153, 0.090], [1.654, -0.072, 0.364], [0.205, -2.904, -9.375], [0.147, -1.963, 1.098], [6.761, -7.264, -5.477], [0.239, -2.435, -4.607], [2.918, -4.896, -1.179], [-1.710, 7.965, -2.819], [0.570, 3.024, -1.367], [-7.679, 3.924, 6.827], [1.228, -4.177, 5.504], [3.421, 5.409, 1.658], [-0.037, 8.351, 1.628], [0.405, 6.197, 1.094], [0.065, -5.015, 6.541], [-3.550, -0.273, 4.758], [-6.421, 1.336, 2.558], [1.699, -4.742, -10.181], [0.660, -8.214, 1.343], [0.230, 4.027, 2.549], [-2.546, 7.740, -0.194], [1.557, -1.781, -9.365], [-6.824, -0.360, 2.982], [0.294, 1.035, 0.445], [2.068, -7.228, 1.690], [-0.571, 3.882, 4.123], [-1.290, 3.346, -2.694], [-0.050, 8.542, -2.581], [-1.857, -1.753, 3.659], [1.656, -3.376, -11.318], [-7.806, 0.919, 7.462], [-1.176, -0.817, 1.247], [-2.350, 0.233, 5.933], [7.510, -5.950, -4.555], [-9.139, 2.053, 7.618], [5.693, -3.611, -1.241], [3.046, -3.621, -10.254], [1.366, 5.089, -2.400], [-0.618, -1.201, 4.776], [-2.866, -1.457, 5.894], [0.920, 0.285, 1.931], [-0.538, -6.201, 0.456], [4.966, -4.009, -6.267], [0.832, -5.179, 0.868], [-2.604, 7.028, 2.003], [1.058, 3.177, 3.863], [4.215, -3.750, -4.685], [-6.313, 2.826, 6.738], [0.050, 8.777, -0.193], [1.141, -3.288, -3.349], [1.572, -1.604, -3.790], [-2.083, 4.268, -1.387]]}


Entry 2:
{"formula": "C31H67AlNO8", "method": "wB97M-V/def2-TZVPD", "homo_ev": -4.527, "total_charge": -1, "total_energy_ha": -2120.0044, "lumo_ev": 2.4, "gap_ev": 6.90, "elements": ["Al", "O", "O", "O", "O", "O", "O", "O", "O", "N", "C", "C", "C", "C", "C", "C", "C", "C", "C", "C", "C", "C", "C", "C", "C", "C", "C", "C", "C", "C", "C", "C", "C", "C", "C", "C", "C", "C", "C", "C", "C", "H", "H", "H", "H", "H", "H", "H", "H", "H", "H", "H", "H", "H", "H", "H", "H", "H", "H", "H", "H", "H", "H", "H", "H", "H", "H", "H", "H", "H", "H", "H", "H", "H", "H", "H", "H", "H", "H", "H", "H", "H", "H", "H", "H", "H", "H", "H", "H", "H", "H", "H", "H", "H", "H", "H", "H", "H", "H", "H", "H", "H", "H", "H", "H", "H", "H", "H"], "positions_angstrom": [[-0.358, 1.588, -1.868], [5.580, 0.177, -1.844], [5.607, 0.415, 3.455], [0.727, -4.893, -0.515], [1.275, -7.255, 0.123], [-4.878, 3.652, -0.697], [0.464, -0.037, -1.349], [-5.595, -0.487, -3.135], [0.524, -0.070, 5.376], [-0.426, -1.992, -3.137], [2.786, 1.319, -4.575], [-3.496, -0.312, 0.147], [-2.415, 1.237, -1.738], [-5.964, 3.784, 0.208], [1.315, 2.745, 0.472], [-2.707, 1.104, -0.097], [-3.651, -2.674, 1.317], [2.539, 2.098, 3.917], [-5.066, -1.577, -3.875], [1.276, 1.641, 2.961], [1.836, 2.386, -3.736], [6.765, 0.169, 2.545], [-0.049, -1.050, -2.307], [-0.331, -4.712, 0.492], [4.415, 0.716, 2.643], [0.225, 1.970, -3.797], [-2.747, -1.308, 1.261], [-4.809, -1.155, -5.307], [-1.087, -1.584, 6.321], [0.170, -1.441, 5.487], [-7.165, 4.369, -0.507], [4.846, 1.075, -2.765], [7.042, 0.329, -1.990], [3.577, 0.325, -3.499], [-1.725, -4.033, -0.135], [-2.823, -4.069, 1.081], [1.655, -5.990, -0.098], [3.286, -5.684, 0.066], [3.931, 2.265, 3.031], [0.150, 3.175, -0.623], [0.715, 2.880, 1.993], [3.827, -6.548, 0.645], [3.385, -4.634, 0.577], [4.025, -0.582, -4.111], [4.800, 2.772, 3.662], [3.584, 1.989, -5.146], [1.694, 1.648, 0.220], [6.758, 0.930, 1.648], [-2.293, -4.473, 2.045], [-4.616, -2.595, 0.620], [-1.914, -1.028, 5.868], [-1.709, 1.171, 0.528], [2.320, 3.067, 4.540], [-4.135, -1.895, -3.396], [-4.091, -2.734, 2.425], [-4.396, -1.984, -5.889], [-3.412, 1.979, 0.247], [1.005, -1.984, 5.940], [-4.536, -0.030, 0.653], [-0.454, 2.831, 2.060], [2.102, 0.727, -5.324], [-3.747, -0.905, -0.834], [2.734, 1.231, 4.679], [-1.545, -2.982, -0.618], [-5.653, 4.423, 1.040], [1.604, 0.719, 2.298], [0.674, 0.268, 6.275], [5.592, 1.437, -3.593], [0.071, 0.968, -4.414], [-3.634, -4.888, 0.772], [-0.694, -5.754, 0.947], [-1.608, -1.486, 0.999], [-5.734, -0.816, -5.783], [0.007, -4.074, 1.437], [1.071, 3.920, 2.411], [-6.201, 2.792, 0.604], [-4.670, 4.539, -1.037], [-0.782, 3.561, 0.009], [-0.936, -1.171, 7.323], [3.706, -5.660, -1.036], [2.186, 2.294, -2.600], [7.776, 0.275, 3.144], [-6.426, -0.218, -3.563], [7.261, 1.484, -2.158], [-1.376, -2.635, 6.412], [4.562, 0.566, 1.488], [-0.432, 2.809, -4.317], [-2.035, -4.756, -1.031], [2.781, -0.106, -2.724], [6.743, -0.953, 2.153], [-2.632, 0.238, -2.320], [-8.013, 4.473, 0.176], [-6.925, 5.353, -0.924], [-3.054, 2.090, -2.222], [4.494, 2.020, -2.139], [-5.776, -2.408, -3.832], [0.367, 1.290, 3.652], [7.455, -0.317, -2.882], [7.633, -0.009, -1.019], [2.008, 3.502, -4.078], [0.602, 4.036, -1.301], [0.008, -1.835, 4.479], [3.702, 2.872, 2.037], [3.569, -0.031, 2.995], [2.225, 3.470, 0.341], [-4.107, -0.315, -5.340], [-7.462, 3.731, -1.346], [-2.747, -0.767, 2.325]]}


Entry 3:
{"formula": "C31H67Br16N5O5", "method": "wB97M-V/def2-TZVPD", "homo_ev": -9.349, "total_energy_ha": -43055.5441, "lumo_ev": -0.3, "gap_ev": 9.08, "elements": ["Br", "Br", "Br", "Br", "Br", "Br", "Br", "Br", "Br", "Br", "Br", "Br", "Br", "Br", "Br", "Br", "O", "O", "O", "O", "O", "N", "N", "N", "N", "N", "C", "C", "C", "C", "C", "C", "C", "C", "C", "C", "C", "C", "C", "C", "C", "C", "C", "C", "C", "C", "C", "C", "C", "C", "C", "C", "C", "C", "C", "C", "C", "H", "H", "H", "H", "H", "H", "H", "H", "H", "H", "H", "H", "H", "H", "H", "H", "H", "H", "H", "H", "H", "H", "H", "H", "H", "H", "H", "H", "H", "H", "H", "H", "H", "H", "H", "H", "H", "H", "H", "H", "H", "H", "H", "H", "H", "H", "H", "H", "H", "H", "H", "H", "H", "H", "H", "H", "H", "H", "H", "H", "H", "H", "H", "H", "H", "H", "H"], "positions_angstrom": [[4.741, -1.019, -0.213], [-4.537, 2.473, -5.363], [-3.458, -0.408, -3.222], [4.160, -2.834, -4.492], [-4.922, 2.648, 0.877], [-5.889, -1.661, -0.657], [6.177, -4.330, 2.598], [-0.336, -4.395, 1.896], [-3.721, -4.372, -1.365], [-0.918, -1.298, -5.754], [1.562, 1.176, -4.068], [-2.589, -4.434, -6.534], [-2.716, -0.746, 3.021], [3.371, -4.735, -1.389], [-0.464, -6.769, -3.255], [-6.421, 0.583, 3.377], [3.295, 5.908, -0.671], [3.507, -5.118, 6.027], [-0.734, 2.486, -1.004], [0.884, 6.323, 2.085], [1.015, -1.827, -1.926], [0.236, -0.961, 0.040], [2.953, -2.878, 5.835], [-0.772, 4.610, -1.477], [-0.960, 4.960, 2.426], [3.394, 3.662, -0.374], [-4.972, -0.096, 4.627], [-4.868, 0.024, -0.099], [-2.592, -3.545, -4.759], [-0.163, 3.482, -1.413], [5.317, -2.836, 0.506], [-0.193, 6.089, 2.547], [3.683, 3.291, -1.740], [6.023, -2.570, 1.785], [-2.721, -4.439, 0.352], [-5.818, 1.249, -0.230], [2.754, -2.841, 4.395], [3.182, 4.909, 0.037], [1.183, -1.494, -0.767], [-3.610, 0.578, 4.269], [3.274, 2.518, 0.555], [-1.293, -2.784, -4.475], [0.663, -0.485, 1.355], [2.367, -0.577, -4.704], [-2.145, 4.862, -1.095], [-3.653, 2.391, -3.639], [-2.280, 4.915, 2.972], [1.387, -6.456, -2.590], [2.512, -1.676, 6.620], [-0.378, 3.750, 1.899], [3.687, -0.888, -4.003], [-2.512, 1.275, -3.619], [-0.164, 5.754, -2.092], [-1.207, -4.386, 0.103], [1.678, -4.947, -2.482], [3.272, -4.035, 6.533], [-1.132, -0.843, -0.325], [-3.095, -3.530, 0.823], [-0.688, 6.796, 3.230], [4.361, -3.328, 0.688], [1.825, -3.306, 4.063], [0.169, -1.024, 2.164], [0.610, 3.967, 1.492], [-2.428, 4.250, 3.822], [-4.424, 2.347, -2.869], [-0.339, 6.735, -1.649], [-3.367, -2.780, -4.738], [5.406, -1.925, 2.411], [-2.788, 3.999, -1.269], [-5.914, 1.683, -1.225], [-3.125, 3.328, -3.463], [-1.637, -1.514, 0.370], [3.362, -3.845, 7.614], [1.865, -4.479, -3.448], [0.884, -4.399, -1.974], [1.294, -6.905, -1.601], [-0.865, -5.256, -0.457], [-0.389, -3.364, -4.658], [0.265, 0.514, 1.536], [-2.522, 5.732, -1.632], [-2.949, 0.662, 5.133], [3.032, 2.798, 1.580], [4.140, 1.863, 0.460], [4.710, 2.940, -1.834], [3.441, -3.576, 3.977], [2.031, -7.080, -3.211], [2.564, 1.824, 0.106], [5.978, -3.382, -0.168], [7.020, -2.153, 1.642], [3.539, -0.860, -2.923], [-1.228, -2.357, -3.475], [-2.554, 5.847, 3.466], [-2.980, -5.317, 0.945], [-1.516, 0.155, -0.113], [-4.572, -0.141, 0.938], [-0.715, 5.764, -3.033], [-1.349, -1.053, -1.372], [0.882, 5.590, -2.348], [-2.208, 5.062, -0.025], [-6.824, 1.014, 0.117], [-0.224, 3.143, 2.791], [-4.976, -1.186, 4.641], [-3.031, 4.789, 2.191], [-1.767, 1.348, -2.827], [2.997, -0.754, 6.302], [2.826, 4.993, 1.075], [-1.051, 3.325, 1.155], [-3.886, 1.507, 3.771], [4.489, -0.200, -4.268], [-0.978, -3.499, -0.488], [3.634, 4.088, -2.482], [2.877, -1.834, 3.996], [1.440, -1.483, 6.582], [0.886, 3.496, -1.746], [1.675, -1.333, -4.334], [1.723, -0.582, 1.589], [2.175, -1.578, -0.297], [-5.318, 0.124, 5.637], [-1.845, 1.245, -4.480], [-2.953, -4.286, -4.046], [-3.908, 0.157, -0.598], [3.036, 2.487, -2.091], [2.383, -0.699, -5.787], [2.752, -1.795, 7.677]]}